No. 1
Below is a molecular structure, C26H38As2MoN6O2S at a distorted geometry, with properties calculated with ωB97M-V/def2-TZVPD.

The strongest force on any atom is 2.62 eV/Å. The LUMO energy (spin up / spin down) is -0.4537 / -0.4678 Eh.

```
! wB97M-V def2-TZVPD RIJCOSX def2/J DEFGRID3
* xyz 4 3
Mo 0.391 0.033 -0.016
N -1.804 4.090 6.887
C -1.411 3.405 5.824
C -0.193 3.736 5.160
C 0.186 3.069 4.035
C -0.648 2.045 3.541
C -1.831 1.656 4.200
C -2.201 2.327 5.326
S -0.220 1.254 2.099
O -1.332 0.472 1.494
O 0.325 2.120 1.021
N 0.892 0.013 2.030
C 2.166 0.473 1.725
N 2.507 0.049 0.486
C 3.727 0.423 0.037
C 4.537 1.232 0.794
C 4.024 1.707 2.005
N 2.829 1.329 2.460
H -1.258 4.855 7.250
H -2.663 3.874 7.367
H 0.433 4.525 5.556
H 1.108 3.324 3.530
H -2.440 0.850 3.812
H -3.103 2.050 5.854
H 4.042 0.032 -0.922
H 5.522 1.521 0.456
H 4.568 2.410 2.626
C 2.326 -1.444 -3.284
As 1.272 0.000 -2.459
C 2.413 1.512 -2.937
C -0.229 0.225 -3.674
C -0.105 -0.030 -5.035
C -1.170 0.244 -5.882
C -2.348 0.782 -5.379
C -2.474 1.031 -4.020
C -1.415 0.750 -3.164
As -1.488 1.198 -1.277
C -1.321 3.134 -1.317
C -3.359 0.949 -0.815
H 2.881 -0.999 -4.109
H 1.689 -2.232 -3.681
H 3.045 -1.863 -2.581
H 2.220 1.750 -3.982
H 3.465 1.251 -2.834
H 2.197 2.389 -2.328
H 0.815 -0.426 -5.448
H -1.077 0.033 -6.939
H -3.163 1.013 -6.052
H -3.399 1.441 -3.632
H -1.845 3.498 -2.199
H -0.280 3.449 -1.357
H -1.780 3.552 -0.423
H -3.911 1.787 -1.238
H -3.484 0.953 0.265
H -3.740 0.016 -1.224
C 1.090 -4.533 0.323
C 1.330 -3.005 0.261
N 0.057 -2.282 -0.013
C -0.552 -2.816 -1.262
C -0.879 -4.323 -1.123
N -0.379 -4.783 0.208
C -1.112 -4.070 1.297
C -0.878 -2.551 1.122
H 1.448 -4.957 1.259
H 1.595 -5.056 -0.487
H 2.050 -2.771 -0.521
H 1.730 -2.641 1.206
H 0.141 -2.657 -2.085
H -1.457 -2.248 -1.478
H -0.396 -4.908 -1.903
H -1.948 -4.518 -1.177
H -0.548 -5.790 0.293
H -0.743 -4.429 2.256
H -2.167 -4.328 1.234
H -0.452 -2.129 2.028
H -1.819 -2.038 0.927
*
```

Löwdin atomic charge list, values in e, 5 entries: Mo 1.303; N 0.218; C -0.244; C 0.027; C -0.040



No. 2
Below is 15 unconnected molecules or ions with the total composition C26H38BCl48F at a distorted geometry, with properties calculated with ωB97M-V/def2-TZVPD.

The strongest force on any atom is 3.06 eV/Å. The LUMO energy is 0.0086 Eh.

```
! wB97M-V def2-TZVPD RIJCOSX def2/J DEFGRID3
* xyz 0 1
C 0.222 1.269 -0.457
C 1.532 0.538 -0.792
C 2.214 1.033 -2.085
C 3.039 -0.068 -2.771
C 4.420 -0.304 -2.124
C 4.307 -1.314 -0.984
C 5.596 -1.629 -0.205
C 6.478 -0.404 0.129
B 6.097 0.232 1.515
C 5.455 1.652 1.726
C 5.413 2.528 0.504
F 4.908 3.802 0.841
H 0.407 2.191 0.092
H -0.370 0.616 0.185
H -0.350 1.460 -1.365
H 2.229 0.754 0.020
H 1.358 -0.534 -0.853
H 2.925 1.812 -1.795
H 1.483 1.467 -2.768
H 3.181 0.224 -3.814
H 2.481 -1.009 -2.757
H 5.093 -0.668 -2.904
H 4.794 0.662 -1.781
H 3.990 -2.254 -1.445
H 3.528 -1.036 -0.273
H 5.291 -2.072 0.750
H 6.184 -2.400 -0.703
H 7.506 -0.766 0.253
H 6.516 0.333 -0.674
H 6.346 -0.405 2.498
H 4.438 1.555 2.124
H 6.033 2.167 2.503
H 4.748 2.136 -0.265
H 6.407 2.687 0.085
C -4.041 0.552 -0.706
Cl -3.853 1.627 -2.091
Cl -3.315 -1.030 -1.036
Cl -3.340 1.276 0.747
H -5.098 0.406 -0.533
C 7.262 5.972 0.255
Cl 8.891 5.381 -0.075
Cl 7.155 6.706 1.850
Cl 6.736 7.103 -0.999
H 6.586 5.125 0.244
C 1.498 -3.004 1.553
Cl 1.358 -3.339 -0.174
Cl 2.236 -1.424 1.847
Cl -0.088 -3.076 2.316
H 2.129 -3.763 1.996
C -8.354 1.346 0.025
Cl -8.919 0.148 1.186
Cl -6.811 2.031 0.544
Cl -8.201 0.642 -1.587
H -9.078 2.148 -0.018
C -4.065 -3.286 4.146
Cl -2.576 -4.223 4.039
Cl -4.161 -2.450 5.699
Cl -4.165 -2.142 2.798
H -4.901 -3.970 4.077
C 6.928 6.264 -4.801
Cl 6.648 7.637 -5.870
Cl 5.431 5.380 -4.511
Cl 8.171 5.200 -5.476
H 7.286 6.639 -3.851
C -6.802 0.410 4.702
Cl -8.390 -0.271 5.087
Cl -5.903 -0.648 3.597
Cl -6.964 2.031 4.025
H -6.230 0.486 5.617
C -8.272 5.294 2.050
Cl -9.460 4.691 0.889
Cl -7.907 6.990 1.737
Cl -8.850 5.068 3.701
H -7.361 4.722 1.927
C -8.636 -4.746 3.717
Cl -9.778 -5.184 2.449
Cl -7.788 -6.170 4.324
Cl -7.485 -3.542 3.135
H -9.191 -4.309 4.536
C 8.864 2.280 -3.136
Cl 10.250 2.239 -2.045
Cl 8.371 0.648 -3.586
Cl 7.521 3.157 -2.406
H 9.154 2.808 -4.035
C -2.789 2.228 5.471
Cl -2.820 2.100 3.713
Cl -2.620 3.905 5.983
Cl -4.249 1.508 6.161
H -1.936 1.673 5.837
C -2.948 -5.170 -0.256
Cl -1.514 -5.837 0.523
Cl -4.421 -5.742 0.534
Cl -2.894 -3.401 -0.258
H -2.962 -5.508 -1.283
C 1.375 -8.762 1.170
Cl 2.813 -9.431 1.943
Cl -0.089 -9.345 1.959
Cl 1.427 -6.998 1.172
H 1.360 -9.095 0.143
C -13.343 5.499 -0.365
Cl -13.114 6.528 -1.778
Cl -12.632 3.903 -0.633
Cl -12.671 6.253 1.078
H -14.406 5.368 -0.213
C 4.424 3.019 -7.956
Cl 4.287 1.634 -9.041
Cl 5.579 2.700 -6.665
Cl 4.875 4.473 -8.847
H 3.455 3.189 -7.506
C 1.950 -11.035 -2.189
Cl 1.828 -11.400 -3.907
Cl 2.716 -9.463 -1.936
Cl 0.360 -11.082 -1.422
H 2.571 -11.790 -1.725
*
```

Löwdin atomic charge list, values in e, 5 entries: C -0.103; C -0.287; C -0.196; C -0.198; C -0.195



No. 3
Below is a molecular structure, C26H38BClHgN3O6 at a distorted geometry, with properties calculated with ωB97M-V/def2-TZVPD.

The value obtained for the energy relative to the best compared isomer or geometry (same formula, charge and spin) is 28.3 kcal/mol. The strongest force on any atom is 4.00 eV/Å. The LUMO energy (spin up / spin down) is 0.0954 / 0.0938 Eh.

```
! wB97M-V def2-TZVPD RIJCOSX def2/J DEFGRID3
* xyz -1 1
O -2.858 1.471 -0.233
C -3.107 1.424 -1.446
C -3.019 0.273 -2.316
C -2.023 -0.693 -2.128
H -1.271 -0.554 -1.349
C -1.939 -1.739 -3.026
H -1.180 -2.498 -2.913
C -2.816 -1.819 -4.105
H -2.786 -2.665 -4.791
C -3.691 -0.769 -4.364
H -4.325 -0.760 -5.240
C -3.741 0.310 -3.506
H -4.252 1.241 -3.736
H -3.194 2.383 -1.993
C -0.561 3.867 -1.043
C 0.463 2.877 -1.542
H -1.248 4.220 -1.834
H -0.172 4.759 -0.502
H -1.286 3.338 -0.380
C 0.183 2.031 -2.563
C 0.056 2.396 -4.018
H -0.019 0.974 -2.356
H -0.906 2.141 -4.497
H 0.824 1.818 -4.559
H 0.251 3.475 -4.150
Hg 2.107 2.584 -0.501
Cl 4.428 2.713 -0.101
C 4.155 -0.538 0.466
O 2.850 -0.764 0.545
N 4.901 -1.067 1.405
C 4.249 -1.952 2.369
C 6.341 -0.842 1.436
H 4.551 0.132 -0.280
H 3.694 -2.751 1.861
H 3.540 -1.397 2.994
H 5.035 -2.378 2.988
H 6.809 -1.192 0.508
H 6.752 -1.392 2.285
H 6.562 0.226 1.533
H -5.611 -2.213 -0.125
H -3.203 -3.451 0.995
C -4.836 -1.561 -0.560
C -2.792 -2.677 0.329
N -3.663 -1.516 0.301
H -5.239 -0.546 -0.660
C -3.579 -0.596 1.293
O -2.612 -0.487 2.052
H -1.798 -2.390 0.679
H -4.462 0.072 1.341
H -4.557 -1.942 -1.550
H -2.722 -3.093 -0.681
H 0.839 1.689 4.328
H -1.323 2.254 4.321
C 0.952 1.961 3.271
C -1.540 2.088 3.261
N -0.303 1.684 2.602
H 1.741 1.373 2.793
C -0.335 1.069 1.412
O 0.616 0.524 0.808
H -2.288 1.293 3.137
H -1.325 1.130 0.955
H 1.193 3.033 3.202
H -1.946 3.014 2.826
O 0.966 -2.142 -0.013
B 1.941 -1.200 -0.389
O 2.220 -1.240 -1.772
C 1.688 -2.450 -2.145
C 2.013 -3.214 -3.246
C 1.552 -4.541 -3.272
C 0.765 -5.057 -2.239
C 0.424 -4.268 -1.132
C 0.923 -2.981 -1.094
H 2.630 -2.792 -4.037
H 1.808 -5.189 -4.112
H 0.408 -6.086 -2.280
H -0.197 -4.632 -0.318
*
```

Löwdin atomic charge list, values in e, 5 entries: O -0.132; C -0.331; C -0.278; C -0.083; H 0.112